[1]
{
  "formula": "C2H4N2O2",
  "method": "ωB97M-V with the def2-TZVPD basis set",
  "species": ["C", "C", "H", "H", "H", "H", "N", "N", "O", "O"],
  "xyz": [[-1.549, 0.581, -0.041], [1.470, -0.562, -0.119], [-1.446, -1.331, 0.064], [-1.858, 1.643, -0.454], [0.187, 1.208, -0.401], [2.119, -1.453, 0.034], [-2.172, -0.522, -0.364], [-0.276, 0.656, 0.571], [0.186, -0.643, 0.325], [2.139, 0.504, -0.292]],
  "atomic_forces_ev_per_a": [[-3.196, -0.346, -2.133], [3.982, 3.029, 1.676], [-3.069, 2.346, -1.575], [0.034, -2.205, 1.224], [-0.626, -1.117, 3.907], [-1.345, -0.259, -0.660], [3.297, 0.430, 2.316], [0.576, 2.384, -4.653], [3.779, -0.774, 0.066], [-3.432, -3.489, -0.168]],
  "mulliken_charge": [0.0444, 0.1729, 0.3795, 0.2669, 0.3336, 0.3433, -0.5775, -0.2815, -0.1814, -0.5001],
  "e_homo_ev": -10.60,
  "de_lowest_kcal_mol": 126.8,
  "charge": 0,
  "lumo_ev": 0.38,
  "homo_lumo_gap_ev": 10.98,
  "smiles": "[H]/N=C\\NOC=O"
}

=====

[2]
{
  "formula": "C5H6N",
  "method": "ωB97M-V with the def2-TZVPD basis set",
  "species": ["C", "C", "C", "C", "C", "N", "H", "H", "H", "H", "H", "H"],
  "xyz": [[2.892, 0.078, 0.504], [4.009, -0.074, 0.230], [-0.710, -0.942, -0.138], [-1.784, -1.627, -0.076], [-0.293, 1.394, -0.115], [0.164, -0.038, -0.012], [-2.203, -2.166, -0.942], [-2.363, -1.743, 0.894], [0.663, 1.972, 0.105], [-0.400, 1.605, -1.161], [-1.176, 1.595, 0.547], [1.201, -0.054, 0.164]],
  "atomic_forces_ev_per_a": [[-6.335, 1.027, 2.058], [6.736, -0.954, -1.839], [1.600, 1.099, 1.130], [-1.624, -1.197, 0.300], [1.804, 0.589, 0.489], [-1.738, 0.436, -0.315], [0.304, 0.412, 0.342], [1.066, 0.175, -1.122], [-1.554, -0.378, 0.430], [-0.847, 0.103, -0.478], [1.051, -0.119, -0.773], [-0.465, -1.194, -0.222]],
  "mulliken_charge": [-0.6046, 0.4492, 0.5559, -0.5920, -0.7566, -0.0101, 0.2795, 0.2824, 0.2781, 0.3640, 0.3467, 0.4077],
  "e_homo_ev": [-15.96, -15.77],
  "de_lowest_kcal_mol": 253.6,
  "charge": 1,
  "lumo_ev": [-7.23, -8.28],
  "homo_lumo_gap_ev": [8.73, 7.49]
}

=====

[3]
{
  "formula": "C13H28B3BrF9N2O4SSi2",
  "method": "ωB97M-V with the def2-TZVPD basis set",
  "species": ["C", "C", "O", "N", "C", "B", "O", "B", "Br", "O", "B", "C", "C", "C", "F", "F", "C", "F", "F", "S", "F", "F", "F", "F", "F", "O", "H", "H", "H", "H", "H", "H", "H", "H", "H", "H", "C", "Si", "C", "C", "N", "Si", "C", "C", "C", "H", "H", "H", "H", "H", "H", "H", "H", "H", "H", "H", "H", "H", "H", "H", "H", "H", "H"],
  "xyz": [[0.342, -2.790, -2.071], [0.666, -1.331, -1.865], [1.415, -0.738, -2.611], [0.031, -0.635, -0.812], [-0.725, -1.425, 0.179], [-0.706, 0.510, -1.290], [-1.132, 1.475, -0.379], [-2.349, 2.040, -0.644], [-3.460, 2.570, 0.837], [-2.816, 2.162, -1.931], [-2.420, 1.109, -2.759], [-3.444, 0.383, -3.691], [-4.184, -0.661, -2.833], [-4.552, -1.893, -3.625], [-5.435, -1.633, -4.621], [-3.424, -2.393, -4.223], [-5.070, -3.130, -2.824], [-5.322, -4.116, -3.676], [-4.081, -3.518, -2.012], [-6.605, -2.897, -1.729], [-7.534, -3.699, -2.730], [-6.256, -4.244, -0.967], [-5.709, -2.060, -0.712], [-7.004, -1.550, -2.480], [-7.838, -2.696, -0.768], [-1.136, 0.629, -2.609], [0.586, -3.411, -1.210], [0.924, -3.123, -2.928], [-0.720, -2.907, -2.304], [-0.149, -2.299, 0.471], [-1.697, -1.767, -0.196], [-0.881, -0.809, 1.064], [-2.888, -0.083, -4.505], [-4.147, 1.098, -4.120], [-3.564, -1.012, -2.001], [-5.070, -0.204, -2.402], [3.375, 2.062, -0.566], [3.358, 1.464, 1.233], [3.756, -0.398, 1.161], [1.545, 1.570, 1.796], [4.425, 2.375, 2.133], [4.776, 2.249, 3.755], [5.517, 0.580, 4.295], [3.305, 2.553, 4.926], [6.073, 3.551, 4.228], [2.690, 1.489, -1.202], [3.086, 3.115, -0.608], [4.381, 1.967, -0.981], [3.179, -0.901, 0.373], [3.522, -0.892, 2.109], [4.817, -0.546, 0.950], [1.261, 2.613, 1.952], [1.378, 1.026, 2.731], [0.876, 1.145, 1.044], [4.761, -0.210, 4.295], [5.940, 0.630, 5.307], [6.315, 0.289, 3.609], [2.768, 3.454, 4.620], [3.632, 2.688, 5.965], [2.603, 1.715, 4.910], [5.691, 4.551, 4.011], [6.982, 3.399, 3.642], [6.338, 3.508, 5.291]],
  "atomic_forces_ev_per_a": [[0.180, -0.095, -0.188], [0.546, 0.304, -0.132], [-0.512, -0.222, 0.305], [-0.650, -0.524, -0.916], [0.261, 0.240, 0.272], [0.973, 0.895, 0.157], [-0.874, -0.677, -0.074], [0.467, 0.577, 0.151], [0.060, 0.104, -0.139], [-0.476, -0.714, 0.302], [0.543, 0.623, -0.168], [0.204, 0.349, -0.315], [0.108, 0.060, 0.011], [0.027, -0.078, -0.149], [0.099, 0.025, 0.124], [-0.171, 0.079, 0.003], [0.066, 0.197, 0.040], [-0.046, -0.189, -0.152], [0.062, -0.041, 0.154], [-0.030, 0.071, -0.141], [0.007, 0.020, 0.081], [-0.027, 0.053, -0.009], [-0.088, -0.034, 0.052], [-0.033, -0.011, 0.092], [0.091, -0.020, -0.057], [-0.543, -0.606, 0.334], [-0.042, 0.034, 0.019], [-0.029, -0.026, 0.071], [0.015, -0.001, 0.130], [0.014, 0.076, 0.090], [0.020, -0.006, -0.009], [0.005, -0.024, -0.033], [-0.078, -0.115, 0.023], [-0.082, -0.136, -0.010], [-0.020, -0.022, -0.050], [-0.054, -0.130, 0.039], [-0.253, -0.203, -0.039], [0.514, 0.499, 0.132], [-0.262, -0.098, -0.156], [-0.067, -0.182, -0.109], [-0.266, -0.408, 0.266], [0.067, 0.254, -0.562], [0.009, 0.051, 0.261], [0.126, -0.053, 0.229], [-0.016, -0.096, 0.250], [0.037, 0.023, -0.021], [0.040, 0.025, 0.006], [0.022, 0.035, 0.006], [0.022, 0.007, 0.014], [0.061, 0.020, 0.035], [0.023, -0.005, 0.019], [-0.007, 0.010, 0.027], [0.052, 0.056, 0.049], [-0.028, 0.001, 0.020], [0.000, -0.017, -0.065], [-0.011, -0.013, -0.029], [-0.002, -0.018, -0.031], [-0.026, 0.004, -0.024], [-0.020, -0.005, -0.026], [-0.036, 0.015, -0.054], [0.011, 0.015, -0.037], [0.002, 0.022, -0.035], [0.012, 0.024, -0.034]],
  "mulliken_charge": [-1.3545, 0.6684, -0.5704, 0.7603, -1.0842, 0.2107, -0.4065, 0.4851, -0.2732, -0.2437, -0.0844, -0.6961, -0.1137, 0.6734, -0.3387, -0.3209, 0.5106, -0.2792, -0.2501, 1.3893, -0.3143, -0.3118, -0.3021, -0.3144, -0.2890, -0.0158, 0.3496, 0.4028, 0.1461, 0.3906, 0.2650, 0.2848, 0.3901, 0.1815, -0.0784, 0.4373, -0.8887, 0.0931, -0.9774, -0.5655, -0.1087, 0.1341, -1.0753, -1.0727, -1.0439, 0.1459, 0.2590, 0.2797, 0.2079, 0.3043, 0.3220, 0.2912, 0.2855, -0.0795, 0.3005, 0.3468, 0.2604, 0.2625, 0.3477, 0.2940, 0.2510, 0.2505, 0.2714],
  "e_homo_ev": -3.56,
  "charge": -1,
  "lumo_ev": 1.42,
  "homo_lumo_gap_ev": 4.98
}

=====

In eV, the electronic energy values for the records above are, in order, -9209.7225; -6754.1821; -148237.3328.
In eV/Å, the largest force on an atom values for the records above are, in order, 5.3; 7.0; 1.3.